1:
The following is a quantum chemistry calculation of a structure of composition C25H25N3O5S3Ta, from the Open Molecules 2025 dataset.

As for the highest occupied orbital energy: -11.132 eV. As for the net charge: +1. The HOMO-LUMO gap is 7.225 eV.

```
62
Properties=species:S:1:pos:R:3:lowdin_charge:R:1
Ta 0.694 -0.739 -0.187 1.63
O -0.847 -2.213 -1.277 -0.22
C -0.864 -2.445 -2.695 -0.15
C 0.553 -2.606 -3.195 -0.13
N 1.369 -1.467 -2.751 -0.20
C 2.740 -1.878 -2.460 -0.08
C 2.723 -2.727 -1.199 -0.59
O 3.507 -3.585 -0.939 0.16
O 1.683 -2.415 -0.398 -0.35
C 1.283 -0.295 -3.605 -0.06
C 1.143 0.975 -2.768 -0.56
O 1.192 2.075 -3.229 0.15
O 0.907 0.717 -1.485 -0.26
H -0.689 -3.039 -0.793 0.09
H -1.353 -1.575 -3.132 0.12
H -1.478 -3.318 -2.911 0.14
H 0.576 -2.725 -4.282 0.15
H 0.975 -3.518 -2.768 0.14
H 3.350 -0.994 -2.256 0.14
H 3.206 -2.439 -3.274 0.15
H 0.404 -0.354 -4.249 0.14
H 2.145 -0.184 -4.267 0.15
S 2.913 -0.240 0.714 0.76
C 2.150 1.215 1.231 -1.07
N 0.847 1.224 1.102 -0.11
C 0.321 2.465 1.489 -0.26
C -1.005 2.892 1.471 0.00
C -1.309 4.163 1.919 -0.06
C -0.319 5.027 2.389 -0.07
C 1.001 4.626 2.409 -0.07
C 1.305 3.349 1.954 -0.44
S 2.882 2.624 1.857 1.13
H -1.792 2.255 1.109 0.08
H -2.339 4.494 1.904 0.11
H -0.586 6.016 2.734 0.11
H 1.780 5.287 2.764 0.12
C -5.553 1.663 -1.342 -0.02
C -4.183 1.139 -1.049 -0.24
C -3.162 1.192 -1.995 0.01
C -1.904 0.731 -1.679 -0.11
N -1.566 0.210 -0.487 -0.05
C -2.553 0.160 0.420 -0.19
C -3.841 0.599 0.183 0.00
H -5.871 1.387 -2.346 0.09
H -5.551 2.753 -1.288 0.10
H -6.283 1.291 -0.626 0.09
H -3.336 1.603 -2.981 0.13
H -1.130 0.802 -2.425 0.09
H -2.294 -0.240 1.388 0.04
H -4.570 0.519 0.978 0.13
S -0.541 -1.797 1.604 0.71
C 0.858 -1.951 2.710 -0.65
C 1.088 -0.947 3.646 -0.14
C 2.187 -1.035 4.484 -0.07
C 3.044 -2.124 4.398 -0.07
C 2.783 -3.146 3.495 -0.06
C 1.686 -3.067 2.652 -0.12
H 0.416 -0.101 3.706 0.10
H 2.373 -0.253 5.209 0.11
H 3.907 -2.185 5.047 0.11
H 3.438 -4.006 3.441 0.11
H 1.492 -3.846 1.930 0.11
```



2:
The following is a quantum chemistry calculation of a structure of composition C25H25N3O5S3Ta, from the Open Molecules 2025 dataset.

As for the highest occupied orbital energy: -10.755 eV. As for the net charge: +1. The HOMO-LUMO gap is 6.710 eV.

```
62
Properties=species:S:1:pos:R:3:lowdin_charge:R:1
Ta 0.164 0.408 -0.007 1.52
O -1.397 1.826 -1.081 -0.15
C -1.849 1.156 -2.282 -0.16
C -2.414 -0.179 -1.842 -0.10
N -1.574 -0.882 -0.811 -0.21
C -2.393 -1.244 0.391 -0.06
C -2.168 -0.326 1.584 -0.59
O -2.742 -0.534 2.613 0.12
O -1.306 0.657 1.356 -0.25
C -1.032 -2.156 -1.384 -0.08
C -0.345 -1.972 -2.728 -0.49
O -0.665 -2.628 -3.674 0.16
O 0.551 -0.980 -2.848 -0.01
H -1.102 2.720 -1.299 0.12
H -1.020 1.040 -2.978 0.12
H -2.648 1.739 -2.740 0.14
H -2.511 -0.815 -2.724 0.14
H -3.411 -0.032 -1.433 0.13
H -2.164 -2.261 0.704 0.14
H -3.457 -1.212 0.153 0.14
H -1.855 -2.847 -1.569 0.15
H -0.346 -2.602 -0.663 0.12
S 1.452 -1.125 1.187 0.27
C 1.259 -0.469 -1.691 -0.80
N 1.217 0.926 -1.632 -0.16
C 2.351 1.571 -2.145 -0.32
C 2.490 2.917 -2.428 -0.03
C 3.731 3.386 -2.838 -0.08
C 4.810 2.515 -2.954 -0.07
C 4.669 1.161 -2.671 -0.07
C 3.428 0.687 -2.281 -0.46
S 2.996 -0.963 -1.831 1.03
H 1.643 3.587 -2.335 0.11
H 3.857 4.434 -3.074 0.11
H 5.770 2.891 -3.280 0.11
H 5.510 0.488 -2.770 0.12
C 2.730 5.640 2.903 -0.02
C 2.125 4.453 2.222 -0.23
C 0.756 4.202 2.261 0.01
C 0.238 3.097 1.626 -0.09
N 1.011 2.239 0.932 -0.09
C 2.339 2.468 0.894 -0.10
C 2.917 3.545 1.522 0.02
H 1.994 6.189 3.485 0.09
H 3.163 6.316 2.164 0.10
H 3.539 5.327 3.565 0.10
H 0.089 4.860 2.802 0.13
H -0.816 2.862 1.675 0.11
H 2.943 1.751 0.355 0.11
H 3.990 3.674 1.464 0.13
S 1.090 -0.564 3.163 0.56
C 0.747 -2.151 3.885 -0.62
C -0.556 -2.473 4.250 -0.10
C -0.805 -3.707 4.836 -0.07
C 0.236 -4.599 5.051 -0.07
C 1.535 -4.264 4.693 -0.07
C 1.798 -3.033 4.113 -0.11
H -1.355 -1.761 4.091 0.09
H -1.814 -3.966 5.130 0.11
H 0.036 -5.559 5.508 0.11
H 2.343 -4.960 4.873 0.11
H 2.805 -2.752 3.838 0.11
```



Stability ranking, top and bottom: 1 is the most stable and 2 is the least stable.



1:
The following is a quantum chemistry calculation of a cluster of 2 separate species, CH7IN3 in total, from the Open Molecules 2025 dataset.

As for the highest occupied orbital energy: -14.440 eV. As for the net charge: +1. The HOMO-LUMO gap is 9.793 eV.

```
12
Properties=species:S:1:pos:R:3:lowdin_charge:R:1
C -0.668 -0.120 0.800 -0.57
N 0.514 1.667 -0.244 -0.01
N 0.194 -1.066 0.458 -0.13
N 0.241 -1.961 -0.655 0.07
I -2.605 0.145 -0.030 0.94
H -0.495 0.514 1.759 0.11
H 0.232 2.668 -0.030 0.08
H 1.329 1.718 0.422 0.08
H 0.950 -1.285 1.090 0.16
H 0.573 1.775 -1.269 0.07
H 0.376 -1.576 -1.599 0.11
H -0.642 -2.479 -0.702 0.09
```



2:
The following is a quantum chemistry calculation of a cluster of 2 separate species, CH7IN3 in total, from the Open Molecules 2025 dataset.

As for the highest occupied orbital energy: -14.607 eV. As for the net charge: +1. The HOMO-LUMO gap is 10.144 eV.

```
12
Properties=species:S:1:pos:R:3:lowdin_charge:R:1
C -0.320 0.484 0.687 -0.78
N -0.973 -0.534 -1.370 0.03
N -0.741 -0.587 -0.014 -0.12
N 0.339 1.478 0.264 0.18
I -0.727 0.228 2.798 0.97
H 2.035 -0.703 0.590 0.01
H -1.978 -0.506 -1.730 0.15
H 2.509 -0.936 0.134 0.06
H -1.002 -1.421 0.493 0.12
H 0.692 2.222 0.816 0.13
H 0.552 1.452 -0.721 0.14
H -0.386 -1.175 -1.946 0.13
```



Stability ranking, top and bottom: 2 is the most stable and 1 is the least stable.



1:
The following is a quantum chemistry calculation of a structure of composition CH2BrCl2P, from the Open Molecules 2025 dataset.

As for the highest occupied orbital energy (alpha / beta): -9.481 / -9.471 eV. As for the net charge: 0. The HOMO-LUMO gap (alpha / beta) is 6.485 / 6.430 eV.

```
7
Properties=species:S:1:pos:R:3:lowdin_charge:R:1
C -1.436 0.060 -0.096 -0.24
P 0.295 -0.029 0.092 -0.05
Cl 1.003 0.890 -1.509 0.22
Cl 0.719 1.101 1.686 0.27
Br 2.997 -1.103 -0.133 -0.16
H -1.719 -0.705 -0.819 0.01
H -1.860 -0.215 0.779 -0.05
```



2:
The following is a quantum chemistry calculation of an isolated molecule of CH2BrCl2P, from the Open Molecules 2025 dataset.

As for the highest occupied orbital energy: -8.589 eV. As for the SMILES: C=P(Cl)(Cl)Br. As for the net charge: 0. The HOMO-LUMO gap is 8.048 eV.

```
7
Properties=species:S:1:pos:R:3:lowdin_charge:R:1
C 0.265 -0.111 0.156 -0.35
P 1.922 -0.597 -0.098 -0.30
Cl 2.375 -2.005 1.318 0.22
Cl 2.762 -1.229 -1.745 0.32
Br 3.527 0.990 0.576 0.13
H 0.098 0.353 1.163 0.02
H -0.270 0.417 -0.568 -0.05
```



Stability ranking, top and bottom: 2 is the most stable and 1 is the least stable.